Record 1
The following is a DFT calculation (wB97M-V/def2-TZVPD) of C48H42BrF3LaN10O4S2 as an isolated structure.

XYZ file:
```
111
Properties=species:S:1:pos:R:3:forces:R:3:lowdin_charge:R:1
La 1.3325 -0.1943 -0.8448 -0.382 -1.324 -1.148 1.921
Br -2.1319 -6.8399 -3.5570 -0.374 0.312 0.218 0.732
S 2.5879 1.2026 2.5382 0.261 0.450 -0.045 1.018
S 2.9012 2.0872 -1.8086 -0.347 0.133 0.250 0.552
F 3.2290 4.7297 -3.0835 -0.996 0.783 1.339 0.072
F 1.8718 6.4382 -2.7252 0.522 -1.435 0.674 0.074
F 3.1085 5.7030 -1.0951 -0.206 -0.601 -0.324 0.135
O 0.4777 -2.3824 -0.2808 -2.202 -1.536 -1.219 -0.344
O -4.8526 0.5354 5.8344 -0.332 0.491 0.470 -0.102
O -1.2280 -0.3135 2.2441 0.963 -0.157 0.250 -0.101
O 1.9442 0.6314 1.2628 0.044 0.757 1.267 -0.794
N -3.0932 0.1246 3.7094 0.730 -0.587 -0.358 0.113
N 2.3125 -2.3798 -2.2257 -1.328 -1.294 -1.108 -0.001
N -1.2316 -0.5800 -2.1374 1.519 0.295 -1.267 0.111
N -2.2216 -1.5894 -4.0675 0.980 0.091 0.148 0.184
N 0.9059 0.0846 -3.9193 -0.930 -0.616 2.191 0.069
N -2.5663 0.0185 -0.3543 -0.142 -0.361 2.370 0.148
N 0.2959 2.2219 -1.1852 -0.418 -0.195 0.436 -0.106
N -3.4532 -1.2238 -2.0934 -1.079 -0.051 0.052 0.189
N -4.2953 -2.5556 -3.7805 0.507 -0.099 -1.235 0.167
N 3.9894 -0.9520 -0.6522 -0.358 0.479 0.032 0.007
C 0.4386 0.2388 -6.5951 0.322 -0.206 -0.206 -0.041
C -2.4266 -0.6246 -1.5279 0.295 -1.168 -1.957 -0.474
C -1.4082 -3.9532 -0.5752 0.413 1.095 0.116 -0.010
C 1.6064 0.7831 -6.0654 -1.025 -0.401 0.198 -0.024
C -2.0806 -4.9096 -1.3272 0.425 -0.409 -0.818 -0.088
C -0.5186 -0.3572 -5.7793 1.778 -0.581 1.195 0.022
C 4.8572 -0.4509 0.2248 -0.596 -0.480 -0.794 -0.121
C 6.3417 -2.2499 -3.2109 -1.038 0.335 -0.410 -0.021
C -1.5394 -5.3317 -2.5682 0.767 0.785 0.744 -0.693
C 5.4477 -2.6823 -4.1811 1.572 0.296 -0.729 -0.074
C -0.3476 -3.7186 4.2971 0.452 -0.334 -1.056 -0.101
C 0.5876 -3.2610 3.3025 -0.880 -0.670 1.071 -0.043
C 4.4323 -1.5428 -1.8095 3.184 -0.172 0.335 -0.146
C -1.0287 4.1877 -0.9219 -0.312 -1.084 0.201 -0.063
C 1.2462 4.3537 -1.7763 -1.314 -0.674 0.992 -0.107
C -0.2152 -0.4497 -4.3865 0.550 0.618 -1.727 -0.200
C 0.4048 -1.9953 2.8117 0.576 0.410 -1.068 -0.035
C -1.5901 -1.5895 4.2110 1.555 -1.542 -0.371 -0.128
C 2.3761 5.2663 -2.1387 0.513 1.131 -2.045 -0.523
C -1.3164 -2.8979 4.7813 -0.791 1.272 0.364 -0.038
C -0.7951 -1.2606 3.0763 -0.388 0.228 -0.356 -0.286
C 6.7738 -1.0546 -1.0956 -1.077 -0.709 0.547 0.008
C -5.9732 3.1881 3.4847 0.175 -1.776 1.316 -0.060
C -4.9765 1.3333 4.7491 -0.610 0.013 -0.671 -0.225
C -0.1873 -3.3301 -0.9966 1.517 0.544 0.380 -0.309
C 1.5992 -3.3362 -2.7786 0.527 1.414 0.199 -0.049
C 1.3744 2.9219 -1.6029 0.107 1.511 -0.077 -0.685
C -5.3971 1.0600 7.0643 0.389 0.382 0.137 -0.049
C -5.9017 2.3791 4.6574 0.327 0.867 -0.646 0.005
C -4.1302 1.0399 3.6514 -0.474 1.750 0.902 -0.154
C 0.3649 -3.8161 -2.2420 -1.010 0.998 0.674 -0.154
C -0.8708 2.8072 -0.8271 0.772 0.506 0.087 -0.114
C 1.7608 0.6823 -4.6995 0.895 1.076 -0.432 -0.166
C -4.1914 1.9215 2.5608 0.184 -1.268 -0.500 -0.015
C -2.6665 -0.7407 4.5919 -0.492 -0.330 -0.202 0.015
C 3.5992 -2.2341 -2.7318 0.102 0.951 -0.500 -0.217
C -3.2836 -1.7698 -3.3119 -1.660 -0.193 1.366 -0.431
C 6.2463 -0.5587 0.0699 0.771 -0.025 -0.279 -0.035
C -1.2222 -0.9646 -3.4446 -1.423 0.147 0.732 -0.250
C 1.2655 1.8031 3.6763 0.049 -0.001 -0.353 -0.287
C 0.0142 4.9463 -1.4149 0.994 0.215 -0.667 0.002
C 3.1818 2.9303 2.1431 -2.679 -0.252 0.438 -0.235
C 2.0112 3.8768 2.5975 0.238 -0.258 -0.468 -0.200
C -5.1689 2.8936 2.4181 1.170 0.654 -0.113 -0.098
C 4.0864 -2.6508 -3.9865 -0.863 -0.007 1.687 -0.017
C 5.8790 -1.5931 -2.0414 -1.280 -0.467 -0.931 -0.128
C 1.4534 3.2900 3.9086 1.140 0.659 -0.221 -0.226
C -0.3738 -4.7288 -2.9936 -0.014 -0.866 -0.114 -0.116
H 0.5206 3.7340 4.2220 -0.367 0.187 -0.110 0.114
H 0.3357 1.5990 3.1360 0.047 -0.184 0.122 0.090
H 3.3922 2.9322 1.0852 0.268 0.072 -0.348 0.059
H 2.5547 1.2133 -4.1878 0.299 -0.314 -0.096 0.043
H -3.0042 -5.4068 -1.0471 0.076 0.364 0.491 0.105
H 2.3826 4.8942 2.6886 0.192 0.050 0.322 0.114
H 0.0471 -5.0704 -3.9194 0.227 -0.082 -0.401 0.096
H 2.1684 3.5256 4.7255 -0.280 -0.464 -0.386 0.126
H 1.3226 1.2591 4.6131 -0.079 -0.430 -0.133 0.095
H 4.0223 3.0980 2.7712 0.950 0.016 0.334 0.081
H -5.2683 -2.4487 -3.5205 0.541 0.151 0.441 0.110
H -3.0809 -0.9083 5.5830 -0.418 0.303 -0.255 0.137
H 4.4528 0.0698 1.1005 0.072 -0.434 -0.396 0.073
H 1.9495 -3.7367 -3.7528 -0.269 -0.370 0.841 0.127
H -5.1923 2.1580 7.1168 -0.019 -0.864 0.122 0.101
H -1.9598 4.6232 -0.5926 -0.008 0.186 -0.106 0.103
H 1.1195 -1.5764 2.0777 -0.771 -0.402 0.405 0.081
H 1.3501 -4.0055 2.9725 -0.449 1.179 0.132 0.128
H -4.1478 -2.9059 -4.7328 -0.107 0.280 0.704 0.116
H 5.8080 -3.0050 -5.1799 -0.045 0.013 0.949 0.125
H -3.4637 1.7768 1.7591 -0.138 0.016 0.161 0.099
H -4.8057 0.5337 7.8400 -0.802 0.350 -0.249 0.103
H 6.9131 -0.3022 0.8766 -0.046 0.377 0.129 0.109
H -3.5087 -0.1016 0.0329 0.433 -0.036 -0.340 0.114
H -6.4704 2.6724 5.5367 -0.091 -0.214 -0.349 0.103
H -1.7803 -3.5134 0.3522 -0.273 -0.531 -0.123 0.115
H -6.6398 4.0018 3.3992 -0.737 0.701 0.260 0.096
H -0.3719 -4.7766 4.5385 0.280 0.216 0.404 0.103
H 2.3610 1.2628 -6.6494 0.199 0.192 -0.385 0.107
H 3.4505 -3.0969 -4.7453 -0.040 0.280 0.174 0.109
H 1.2288 3.9746 1.8349 0.098 -0.477 -0.022 0.109
H 7.8237 -1.2243 -1.2614 0.278 0.298 0.108 0.122
H 7.3867 -2.3590 -3.3879 0.646 0.085 -0.035 0.105
H -1.9619 -3.2645 5.5803 0.026 0.122 -0.184 0.114
H -2.2961 0.0596 2.7920 -0.036 -0.080 0.385 0.071
H -1.8779 -0.2506 0.3962 -0.518 0.453 -0.862 0.085
H -1.2766 -0.9605 -6.2161 -0.888 0.125 -0.065 0.098
H -0.1490 6.0225 -1.5448 0.344 -0.427 0.109 0.132
H 0.3162 0.2025 -7.6692 -0.184 0.153 -0.042 0.111
H -6.5023 0.9261 7.1529 0.903 -0.244 -0.091 0.109
H -5.1107 3.5839 1.5746 -0.230 -0.411 0.071 0.111
H -1.6594 2.1727 -0.3771 0.650 0.280 -0.643 0.090
```
Forces are in eV/Å.

Summary:
HOMO-LUMO gap = 6.79 eV
Maximum force = 3.2 eV/Å
Total charge = +1
Energy relative to the best compared isomer or geometry (same formula, charge and spin) = 2.085 eV
Lowest unoccupied orbital energy = -2.77 eV
Total energy = -6404.44564 Ha


Record 2
The following is a DFT calculation (wB97M-V/def2-TZVPD) of C48H42NP2Rh as an isolated structure.

XYZ file:
```
94
Properties=species:S:1:pos:R:3:forces:R:3:lowdin_charge:R:1
Rh 0.0158 0.3902 -0.4689 1.141 -0.913 2.287 0.725
P 1.7360 -0.1371 -1.8189 2.386 -0.388 -1.964 0.971
P -1.5285 2.1447 -0.5193 -0.922 2.153 -0.165 0.985
N -0.0585 -0.6603 1.3760 1.152 -0.084 0.101 -0.029
C -3.4246 0.1720 -1.0223 -0.103 0.226 0.051 -0.120
C 3.7748 3.9892 -2.2514 -0.032 -0.172 -0.111 -0.057
C -1.7326 2.9401 1.0890 -0.191 0.157 0.801 -0.355
C 2.8596 2.0091 -3.3086 0.119 -0.096 0.263 -0.059
C -0.0798 -1.3276 -5.9168 0.018 0.165 0.248 -0.045
C 3.2154 -2.7978 2.8920 -0.178 -0.173 0.001 -0.031
C 0.8360 -2.5539 2.5688 -0.065 -0.164 0.394 0.019
C 2.4932 -2.7457 -1.1446 0.024 -0.073 0.103 -0.089
C -5.3360 1.8838 -2.1030 0.140 -0.108 0.119 -0.045
C -1.3130 3.3440 -3.0494 0.131 -0.055 0.181 -0.094
C 0.0467 5.2891 -3.5139 0.039 -0.187 0.051 -0.056
C -0.7909 4.2668 -3.9555 -0.036 -0.218 0.060 -0.057
C 3.4161 3.2866 -3.3994 0.004 -0.173 -0.062 -0.050
C 3.5433 3.4283 -0.9960 0.076 -0.247 0.091 -0.060
C 2.9517 -1.4326 -1.3754 0.225 -0.524 0.613 -0.338
C -1.0293 3.4677 -1.6779 0.231 -0.112 -0.191 -0.339
C -1.2188 -0.6364 2.1558 -1.452 -0.756 0.985 -0.317
C 5.2174 -2.1938 -0.8621 -0.215 0.002 -0.110 -0.058
C 1.0386 -1.3230 1.8840 -0.256 -0.133 0.643 -0.279
C -1.2105 0.0394 3.4018 0.397 -0.063 -0.719 -0.020
C -2.9787 3.4648 1.4708 0.065 0.064 0.162 -0.052
C 1.9121 -3.2849 3.0501 -0.145 0.075 -0.069 -0.038
C 2.3616 -0.8233 1.7821 -0.046 -0.339 -0.455 -0.026
C 4.3290 -1.1744 -1.2301 -0.040 0.168 0.111 -0.072
C -0.6410 3.0387 1.9703 -0.358 0.024 0.007 -0.129
C -0.2135 4.5234 -1.2339 -0.094 -0.161 -0.029 -0.068
C 3.0105 2.1446 -0.8909 0.003 0.089 -0.259 -0.113
C 3.4257 -1.5658 2.2685 -0.093 0.380 -0.198 -0.055
C -3.5532 -1.2032 2.5213 0.074 0.058 0.018 -0.057
C 3.3779 -3.7664 -0.7822 -0.039 0.163 -0.073 -0.057
C 0.3412 5.4114 -2.1542 0.003 -0.145 0.000 -0.062
C 1.9042 -0.8554 -4.5864 -0.167 0.020 0.003 -0.080
C -4.0979 2.3988 -1.7004 -0.126 -0.092 0.203 -0.085
C -0.7871 3.6826 3.2010 0.012 -0.004 -0.122 -0.068
C 1.3070 -1.1690 -5.8133 0.055 0.059 0.256 -0.046
C -5.6324 0.5270 -1.9265 0.182 0.053 0.119 -0.045
C -3.1096 4.1358 2.6913 0.102 -0.066 -0.013 -0.046
C 2.7001 1.4102 -2.0506 -0.506 0.270 -0.097 -0.356
C 4.7435 -3.4915 -0.6461 -0.107 0.248 0.022 -0.053
C -2.3785 0.1777 4.1341 -0.198 -0.186 -0.206 -0.052
C 1.0971 -0.6928 -3.4481 -0.355 -0.120 0.246 -0.341
C -2.0173 4.2447 3.5605 0.047 -0.109 -0.252 -0.048
C -3.5540 -0.4399 3.6924 0.061 0.032 -0.019 -0.048
C -0.8707 -1.2165 -4.7725 0.102 -0.262 0.064 -0.057
C -2.3982 -1.3143 1.7564 0.595 0.679 -0.090 -0.046
C -3.1581 1.5485 -1.0918 0.061 -0.330 -0.430 -0.348
C -4.6641 -0.3369 -1.4052 0.135 0.151 0.098 -0.055
C -0.2741 -0.9634 -3.5387 0.059 0.252 -0.257 -0.121
H -1.9370 2.5179 -3.3940 0.157 0.237 -0.027 0.109
H 6.2855 -1.9748 -0.7396 -0.522 -0.054 -0.143 0.122
H -2.6308 -0.4995 -0.6826 -0.433 0.183 -0.021 0.051
H 2.9864 -0.7234 -4.5099 -0.323 -0.062 -0.124 0.121
H -0.2791 0.5063 3.7294 -0.295 -0.094 -0.059 0.123
H 5.4400 -4.2842 -0.3641 -0.253 0.246 -0.092 0.121
H 3.7916 3.9818 -0.0933 -0.030 -0.092 -0.172 0.117
H -4.4613 -1.7033 2.1848 0.223 0.097 0.183 0.118
H 0.3139 1.2037 -1.7608 -0.179 0.182 -0.033 0.011
H 0.0658 3.7434 3.8814 -0.294 0.010 -0.223 0.117
H 4.0647 -3.3827 3.2489 -0.255 0.208 -0.082 0.126
H -2.3736 -1.9035 0.8370 -0.084 0.095 0.335 0.110
H -2.3676 0.7797 5.0403 -0.050 -0.223 -0.132 0.119
H 4.4366 -1.1864 2.1459 -0.168 -0.025 0.108 0.120
H -6.6138 0.1336 -2.1976 0.319 0.175 0.000 0.121
H 4.2410 4.9687 -2.3435 -0.181 -0.180 0.076 0.120
H -6.0768 2.5477 -2.5507 0.244 -0.187 0.124 0.120
H 0.3115 2.5793 1.6968 -0.122 0.151 0.063 0.089
H -1.0118 4.1599 -5.0170 0.014 0.062 0.266 0.117
H -2.1236 4.7635 4.5188 0.027 -0.226 -0.406 0.121
H -0.9664 0.7103 -1.6340 -1.490 -0.245 -2.023 -0.042
H -4.0693 4.5781 2.9710 0.318 -0.210 -0.128 0.120
H 2.8029 1.7159 0.0923 0.169 0.184 -0.234 0.073
H 3.0097 -4.7833 -0.5994 0.096 0.505 -0.144 0.121
H 2.5516 1.4758 -4.2072 0.132 0.267 0.218 0.096
H -4.4741 -0.3338 4.2664 0.250 -0.030 -0.144 0.118
H -3.8408 3.3494 0.8113 0.226 0.112 0.248 0.105
H -0.5467 -1.5383 -6.8820 0.230 0.081 0.321 0.122
H 1.0418 6.1731 -1.8143 -0.316 -0.069 -0.041 0.117
H -0.8847 -0.9417 -2.6330 0.038 0.017 -0.431 0.056
H -1.9525 -1.3380 -4.8185 0.282 -0.091 -0.073 0.116
H 1.7358 -4.2402 3.5489 0.072 0.322 -0.176 0.124
H -4.8649 -1.4029 -1.2785 0.000 0.346 -0.154 0.117
H 0.4882 5.9635 -4.2480 -0.125 -0.084 0.288 0.119
H -0.0238 4.6375 -0.1659 0.087 0.009 -0.291 0.105
H 4.7202 -0.1704 -1.4018 -0.126 -0.239 0.061 0.108
H -3.8678 3.4542 -1.8683 -0.120 -0.317 0.165 0.120
H 1.4316 -2.9799 -1.2478 0.220 0.055 0.010 0.111
H 1.9268 -1.2671 -6.7014 -0.081 -0.021 0.195 0.118
H 3.5745 3.7197 -4.3859 -0.037 -0.036 0.251 0.120
H 2.5141 0.1405 1.2993 0.061 -0.235 0.165 0.076
H -0.1842 -2.9281 2.7021 0.403 0.139 -0.133 0.129
```
Forces are in eV/Å.

Summary:
HOMO-LUMO gap (spin up / spin down) = 6.26 / 5.48 eV
Maximum force = 3.1 eV/Å
Total charge = +2
⟨S²⟩ = 6.0426
Lowest unoccupied orbital energy (spin up / spin down) = -5.16 / -8.33 eV
Multiplicity = 5
Total energy = -2701.62674 Ha


Q: Which of these has the lowest total charge?
A: C48H42BrF3LaN10O4S2


Q: The highest total energy belongs to which entry?
A: C48H42NP2Rh


Q: The highest total energy belongs to which entry?
A: C48H42NP2Rh


Q: The highest total charge belongs to which entry?
A: C48H42NP2Rh